#A
10
Properties=species:S:1:pos:R:3:nbo_charge:R:1 method="wB97M-V/def2-TZVPD" gap_ev="6.95 / 6.95" homo_ev="-8.2 / -8.2" e_lumo_ev="-1.244 / -1.244"
C 1.542 0.591 -0.739 -0.705
N -1.898 0.368 1.426 -0.915
P -0.740 -1.323 -0.420 0.393
S 1.222 -0.983 0.231 -0.038
H 2.644 0.877 -0.830 0.239
H 0.996 1.285 -0.209 0.215
H 1.192 0.363 -1.753 0.222
H -1.485 1.083 0.847 0.311
H -2.676 -0.034 0.874 0.318
H -0.798 -2.226 0.573 -0.040

***

#B
10
Properties=species:S:1:pos:R:3:nbo_charge:R:1 method="wB97M-V/def2-TZVPD" gap_ev=8.21 homo_ev=-8.7 e_lumo_ev=-0.503
C 1.097 0.672 0.144 -0.719
N -1.532 -0.954 -0.489 -1.084
P -2.444 -0.781 0.745 0.854
S 1.508 2.428 0.394 -0.069
H 0.500 0.333 0.986 0.212
H 2.005 0.089 0.068 0.221
H 0.508 0.596 -0.765 0.233
H 2.837 2.319 0.354 0.118
H -1.743 -1.634 -1.209 0.375
H -3.502 -1.763 0.601 -0.141

***

#B has the most favorable energy; the next structure is 0.0586 hartree above.

***

#A
10
Properties=species:S:1:pos:R:3:nbo_charge:R:1 method="wB97M-V/def2-TZVPD" gap_ev=8.83 smiles="[H]/N=P/[H].CS" homo_ev=-9.1 e_lumo_ev=-0.299
C -0.369 0.886 -1.701 -0.720
N -0.610 -1.099 3.292 -1.054
P 0.129 -1.410 1.960 0.807
S 1.236 0.361 -0.950 -0.093
H -1.016 0.016 -1.676 0.217
H -0.689 1.679 -1.024 0.225
H -0.211 1.261 -2.786 0.235
H -0.697 -1.914 3.827 0.359
H 0.270 -0.139 1.203 -0.114
H 1.958 0.358 -2.145 0.137

***

#B
10
Properties=species:S:1:pos:R:3:nbo_charge:R:1 method="wB97M-V/def2-TZVPD" gap_ev=8.89 smiles="[H][H].C=PSN" homo_ev=-8.7 e_lumo_ev=0.211
C -0.328 -1.021 0.978 -0.872
N -0.896 1.852 -0.265 -1.016
P -0.672 -1.306 -0.649 0.542
S -0.886 0.716 -1.484 0.150
H -0.099 -1.771 1.631 0.212
H -0.220 -0.026 1.425 0.212
H -0.021 2.225 0.083 0.388
H -1.665 1.744 0.449 0.391
H 2.249 -1.422 -0.813 -0.005
H 2.538 -0.992 -1.355 0.000

***

#A has the most favorable energy; the next structure is 0.0085 hartree above.

***

#A
10
Properties=species:S:1:pos:R:3:nbo_charge:R:1 method="wB97M-V/def2-TZVPD" gap_ev=9.05 smiles=CS.SS homo_ev=-9.0 e_lumo_ev=0.080
S 1.776 -0.603 -1.423 -0.133
S 2.554 0.239 0.339 -0.128
H 1.163 -1.644 -0.840 0.131
H 2.944 -0.950 0.812 0.134
C -1.291 0.349 0.669 -0.726
S -2.358 0.692 -0.762 -0.062
H -1.033 -0.694 0.774 0.208
H -1.905 0.713 1.500 0.224
H -0.417 0.983 0.636 0.228
H -1.431 0.914 -1.704 0.123

***

#B
10
Properties=species:S:1:pos:R:3:nbo_charge:R:1 method="wB97M-V/def2-TZVPD" gap_ev=9.50 smiles=CS.SS homo_ev=-9.0 e_lumo_ev=0.458
S 0.348 0.589 -2.644 -0.126
S 2.386 0.590 -2.548 -0.122
H 0.030 1.255 -1.519 0.130
H 2.559 -0.546 -1.871 0.116
C -0.845 -0.029 1.846 -0.726
S -1.646 -0.617 0.324 -0.054
H -0.283 0.877 1.645 0.212
H -1.639 0.171 2.559 0.224
H -0.219 -0.814 2.249 0.224
H -0.691 -1.476 -0.043 0.122

***

#B has the most favorable energy; the next structure is 0.0066 hartree above.